Entry 1:
{"formula": "C5H9NO", "method": "ωB97M-V/def2-TZVPD", "symbols": ["C", "C", "C", "N", "O", "C", "C", "H", "H", "H", "H", "H", "H", "H", "H", "H"], "coordinates": [[-1.46, -0.96, -0.64], [-0.53, 0.10, -0.16], [0.78, 0.27, 0.12], [1.90, -0.59, 0.03], [2.90, -0.08, 0.50], [0.65, 1.66, 0.67], [-0.87, 1.48, 0.36], [-2.14, -0.55, -1.39], [-2.08, -1.29, 0.20], [-0.94, -1.83, -1.05], [0.90, 1.75, 1.73], [1.16, 2.44, 0.11], [-1.29, 2.17, -0.38], [-1.52, 1.47, 1.24], [1.04, -3.22, -0.88], [1.49, -2.82, -0.45]], "homo_ev": [-8.91, -8.91], "smiles": "CC1=C(N=O)CC1.[H][H]", "total_charge": 0, "total_energy_ev": -8864.048, "de_lowest_kcal_mol": 119.1}

Entry 2:
{"formula": "C3H12N6", "method": "ωB97M-V/def2-TZVPD", "symbols": ["C", "C", "C", "N", "N", "N", "N", "N", "N", "H", "H", "H", "H", "H", "H", "H", "H", "H", "H", "H", "H"], "coordinates": [[0.98, 1.02, 0.80], [-0.47, 1.51, 0.85], [-0.79, -0.83, 1.39], [1.09, -0.19, 0.26], [-1.46, 0.44, 0.86], [2.04, 1.80, 0.95], [-2.57, 0.29, 0.10], [0.10, -0.93, 0.22], [0.92, -1.97, -2.57], [-0.55, 2.07, 1.86], [-0.48, 2.23, -0.05], [-0.35, -0.50, 2.29], [-1.54, -1.56, 1.35], [2.02, 2.78, 1.09], [2.90, 1.38, 1.47], [-2.47, 0.31, -0.98], [-3.46, 0.64, 0.32], [0.97, -1.79, -1.63], [0.09, -2.53, -2.91], [1.61, -2.77, -2.42], [1.41, -1.39, -3.26]], "homo_ev": [-16.82, -16.82], "total_charge": 2, "total_energy_ev": -12225.143, "de_lowest_kcal_mol": 90.5}

Entry 3:
{"formula": "C39H34N9Ru", "method": "ωB97M-V/def2-TZVPD", "symbols": ["Ru", "C", "C", "C", "C", "N", "C", "N", "C", "N", "C", "N", "C", "C", "C", "C", "C", "N", "C", "C", "C", "C", "C", "C", "H", "H", "H", "H", "H", "H", "H", "H", "H", "H", "H", "H", "C", "N", "C", "N", "C", "N", "C", "N", "C", "C", "H", "H", "H", "H", "H", "H", "H", "H", "H", "H", "H", "H", "C", "C", "C", "C", "C", "C", "C", "C", "C", "C", "C", "C", "C", "C", "C", "H", "H", "H", "H", "H", "H", "H", "H", "H", "H"], "coordinates": [[0.49, 0.48, 0.12], [-3.65, -0.77, 0.48], [-3.70, -1.68, 1.54], [-2.57, -1.86, 2.29], [-1.37, -1.17, 1.98], [-1.31, -0.36, 0.89], [-2.46, -0.16, 0.21], [-0.38, -1.37, 2.89], [0.79, -0.83, 2.87], [1.38, -0.08, 1.89], [2.63, 0.29, 2.30], [3.53, 0.97, 1.68], [3.41, 1.54, 0.44], [4.57, 2.24, 0.03], [4.63, 2.88, -1.17], [3.51, 2.81, -2.00], [2.41, 2.11, -1.57], [2.32, 1.48, -0.37], [2.88, -0.27, 3.64], [3.97, -0.19, 4.49], [3.88, -0.85, 5.71], [2.73, -1.55, 6.06], [1.63, -1.62, 5.21], [1.74, -0.97, 4.00], [-4.52, -0.55, -0.12], [-4.61, -2.20, 1.79], [-2.54, -2.51, 3.15], [-2.38, 0.54, -0.61], [5.39, 2.25, 0.73], [5.52, 3.41, -1.48], [3.48, 3.28, -2.98], [1.54, 2.04, -2.20], [4.86, 0.36, 4.20], [4.71, -0.81, 6.40], [2.69, -2.05, 7.02], [0.74, -2.17, 5.48], [1.70, -2.20, -0.21], [0.89, -1.23, -1.04], [-0.34, -1.97, -1.50], [-0.02, -3.16, -2.24], [0.78, -4.05, -1.38], [2.02, -3.40, -0.95], [2.79, -3.03, -2.14], [2.02, -2.13, -3.01], [1.70, -0.94, -2.27], [0.78, -2.80, -3.41], [1.10, -2.46, 0.67], [2.61, -1.70, 0.10], [-0.92, -1.28, -2.11], [-0.92, -2.24, -0.62], [1.02, -4.95, -1.94], [0.19, -4.32, -0.51], [3.04, -3.94, -2.70], [3.71, -2.54, -1.84], [1.11, -0.26, -2.89], [2.62, -0.45, -1.96], [1.03, -3.70, -3.97], [0.20, -2.13, -4.05], [-0.41, 1.29, -1.38], [-0.96, 1.83, -2.35], [-1.47, 2.39, -3.48], [-1.98, 1.50, -4.53], [-2.61, 0.29, -4.20], [-3.04, -0.58, -5.18], [-2.83, -0.27, -6.52], [-2.19, 0.92, -6.87], [-1.78, 1.80, -5.88], [-1.49, 3.84, -3.66], [-2.41, 4.45, -4.51], [-2.43, 5.83, -4.64], [-1.53, 6.61, -3.93], [-0.61, 6.01, -3.08], [-0.60, 4.64, -2.93], [-2.78, 0.06, -3.15], [-3.54, -1.50, -4.91], [-3.15, -0.95, -7.29], [-2.01, 1.15, -7.91], [-1.27, 2.71, -6.16], [-3.13, 3.85, -5.05], [-3.16, 6.29, -5.29], [-1.54, 7.68, -4.05], [0.09, 6.62, -2.52], [0.11, 4.17, -2.25]], "homo_ev": [-10.25, -10.25], "total_charge": 1, "total_energy_ev": -56982.344, "de_lowest_kcal_mol": 0.0}

> What is the formula in the second record?

C3H12N6

Copy entry 1 word for word.
{"formula": "C5H9NO", "method": "ωB97M-V/def2-TZVPD", "symbols": ["C", "C", "C", "N", "O", "C", "C", "H", "H", "H", "H", "H", "H", "H", "H", "H"], "coordinates": [[-1.46, -0.96, -0.64], [-0.53, 0.10, -0.16], [0.78, 0.27, 0.12], [1.90, -0.59, 0.03], [2.90, -0.08, 0.50], [0.65, 1.66, 0.67], [-0.87, 1.48, 0.36], [-2.14, -0.55, -1.39], [-2.08, -1.29, 0.20], [-0.94, -1.83, -1.05], [0.90, 1.75, 1.73], [1.16, 2.44, 0.11], [-1.29, 2.17, -0.38], [-1.52, 1.47, 1.24], [1.04, -3.22, -0.88], [1.49, -2.82, -0.45]], "homo_ev": [-8.91, -8.91], "smiles": "CC1=C(N=O)CC1.[H][H]", "total_charge": 0, "total_energy_ev": -8864.048, "de_lowest_kcal_mol": 119.1}